[1]
Entry from the OMol25 dataset: C23H42Cl3GaN4O3SSi as an isolated structure (ωB97M-V with the def2-TZVPD basis set).

The total energy is -145292.7910 eV. As for the highest occupied orbital energy: -5.19 eV. The orbital gap comes out at 4.602 eV. Its spin multiplicity is 1.

Cartesian coordinates (Å):
Ga 1.706 -0.858 0.892
Cl 3.322 -1.044 -0.694
Cl 0.518 -1.777 2.634
Cl 0.581 -2.424 -0.400
S -0.042 0.572 0.280
Si -0.021 -4.364 0.940
O 2.771 0.133 2.197
O -3.019 0.732 1.970
O -1.811 -1.457 -1.647
N -3.926 0.044 -0.051
N 2.269 1.987 -0.123
N 0.993 2.769 1.479
N 3.329 -1.136 4.014
C -1.212 -0.957 -2.743
C 4.160 -2.214 4.538
C -0.614 3.323 -3.255
C -3.791 -1.364 0.284
C -0.939 0.565 -2.845
C 0.248 1.063 -3.406
C -4.951 0.372 -1.031
C -1.895 1.462 -2.392
C -2.175 -3.056 -3.712
C -3.236 -0.841 -4.238
C 3.541 -0.723 2.775
C 2.305 3.347 1.772
C -4.417 -1.453 -4.907
C 3.183 2.817 0.641
C -2.269 -1.567 -3.649
C 2.374 -0.475 4.921
C -1.474 -4.257 2.124
C 1.085 1.846 0.506
C 1.736 -4.380 1.669
C 0.403 2.436 -3.637
C -1.753 2.838 -2.590
C -3.583 0.978 0.916
C -0.316 -6.058 0.036
H -4.746 -0.161 -1.961
H 1.057 0.366 -3.655
H 5.152 -1.829 4.814
H -4.937 1.451 -1.215
H -4.678 -1.703 0.844
H -1.162 -3.329 -4.026
H 2.689 3.047 2.760
H -4.195 -1.901 -5.888
H 2.601 1.318 -0.825
H -2.903 -3.435 -4.421
H -0.231 -1.431 -2.964
H 0.237 2.709 2.164
H -3.884 2.013 0.604
H 3.535 3.603 -0.031
H 2.352 -5.087 1.103
H -3.244 0.247 -4.181
H 0.214 -6.153 -0.929
H 1.704 -4.677 2.721
H -2.531 3.503 -2.210
H -2.256 -3.571 1.768
H -1.909 -5.266 2.227
H -1.132 -3.948 3.121
H 2.738 0.529 5.182
H -2.338 -3.504 -2.723
H -2.880 -1.502 0.879
H -4.902 -2.240 -4.301
H -3.720 -1.932 -0.647
H 4.298 -2.996 3.780
H 1.318 2.820 -4.112
H 3.681 -2.638 5.423
H 4.055 2.269 1.022
H 0.083 -6.837 0.716
H 4.365 -1.204 2.214
H -2.726 1.036 -1.813
H -0.503 4.397 -3.412
H -1.393 -6.287 -0.098
H 2.206 4.432 1.737
H -5.161 -0.671 -5.099
H 1.386 -0.421 4.445
H 2.239 -3.406 1.613
H -5.945 0.079 -0.674
H 2.321 -1.102 5.818

Atoms 1-2, force components in eV/Å:
Ga -1.65 -0.05 -0.90
Cl 0.17 0.24 0.74

Here are the Löwdin charges for atoms 1 to 6, given in e: -0.54 0.19 0.32 0.39 0.86 0.52



[2]
Entry from the OMol25 dataset: a 6-piece molecular cluster, C7H25NO5 overall (ωB97M-V with the def2-TZVPD basis set).

The energy above the lowest of the compared OMol25 structures with the same formula, charge and spin comes out at 264.0 kJ/mol. The total energy is -19389.9066 eV. As for the highest occupied orbital energy: -8.66 eV. The orbital gap comes out at 9.023 eV. Its spin multiplicity is 1.

Cartesian coordinates (Å):
O 0.613 -0.972 -3.411
O 3.117 -2.351 1.791
O 4.177 1.089 -1.267
O -2.817 0.079 -2.472
O 2.136 -2.600 -1.040
N -1.220 0.211 0.570
C 0.318 1.875 -0.329
C -0.771 -1.097 1.056
C -1.367 2.462 1.454
C -2.731 1.999 1.014
C -0.229 -1.254 2.468
C -2.662 0.466 0.781
C -0.421 1.403 0.942
H -1.991 0.106 -1.860
H 2.327 -2.522 2.170
H -2.991 2.614 0.126
H -0.083 -0.859 -2.846
H 3.095 -1.986 0.884
H 3.587 0.628 -1.828
H -3.444 2.256 1.777
H 3.104 -2.736 -1.129
H 0.835 -1.040 2.252
H 3.730 1.710 -0.741
H -1.535 -1.831 0.753
H 0.058 -1.369 0.274
H -3.120 0.037 1.673
H -3.139 0.168 -0.190
H -1.150 2.529 2.598
H -3.670 0.020 -1.966
H 0.897 2.761 -0.159
H -1.117 3.399 0.992
H 1.027 1.117 -0.947
H -0.466 -0.759 3.378
H 1.975 -2.016 -1.831
H -0.251 -2.301 2.869
H -0.434 2.163 -1.079
H 0.320 0.963 1.738
H 0.350 -1.620 -4.023

Atoms 1-2, force components in eV/Å:
O 3.59 0.71 -0.91
O 5.06 1.07 -2.04

Here are the Löwdin charges for atoms 1 to 6, given in e: 0.02 -0.02 -0.02 -0.12 -0.09 -0.17



What is the highest occupied orbital energy in the first record?
-5.19 eV



Which formula does entry 2 have?
C7H25NO5



Number 1 is which compound?
C23H42Cl3GaN4O3SSi